Computed, not measured: 2 unconnected molecules or ions with the total composition C5H16N2O, with the ωB97M-V functional and the def2-TZVPD basis.

Last columns: bonded neighbours and bond lengths (Å).
Positions of all 24 atoms, in Å:
1 C 0.91604 0.03918 3.29219  C2 1.526, H8 1.136, H9 1.098, H10 1.166
2 C 1.38142 0.42286 1.88999  C1 1.526, C3 1.716, N7 1.635, H11 1.148
3 C 0.14721 0.83415 0.77054  C2 1.716, C4 1.445, H12 1.234, H13 1.114
4 C -0.11691 0.28252 -0.53915  C3 1.445, C5 1.313, H14 1.251
5 C -1.26450 0.42926 -1.16012  C4 1.313, N6 1.513, H15 1.069
6 N -1.45028 -0.26534 -2.49099  C5 1.513, H16 1.162, H17 1.096, H18 1.045
7 N 2.56162 1.55015 1.79721  C2 1.635, H19 1.059, H20 1.060, H21 0.993
8 H 0.24910 -0.87535 3.19583  C1 1.136
9 H 1.71343 -0.02771 4.04467  C1 1.098
10 H 0.24675 0.62727 4.04383  C1 1.166
11 H 1.73144 -0.46233 1.24752  C2 1.148
12 H 0.48173 1.98424 0.47541  C3 1.234
13 H -0.80057 0.85441 1.35502  C3 1.114
14 H 0.60265 -0.51064 -1.18502  C4 1.251
15 H -2.17901 0.92394 -0.91209  C5 1.069
16 H -0.42668 -0.15828 -3.03068  N6 1.162
17 H -2.18505 0.31486 -3.06001  N6 1.096
18 H -1.92868 -1.18700 -2.37197  N6 1.045
19 H 3.37122 0.87417 1.70390  N7 1.059
20 H 2.77103 2.26737 2.54845  N7 1.060
21 H 2.33476 2.05656 0.97423  N7 0.993
22 H -3.47706 -3.17273 -4.38511  O24 0.975
23 H -2.12931 -3.79747 -4.06839  O24 0.901
24 O -2.55034 -3.00409 -4.13524  H22 0.975, H23 0.901

Calculated values
Kohn-Sham gap: 10.79 eV
HOMO level: -17.26 eV
charge: +2
strongest force on any atom: 0.1115 hartree/bohr
energy relative to the best compared isomer or geometry (same formula, charge and spin): 3.626 eV
electronic energy: -384.12248 a.u.